1.
83
Properties=species:S:1:pos:R:3:forces:R:3 method="wB97M-V/def2-TZVPD" spin_multiplicity=2 e_homo_ev="-0.64 / -1.18" total_charge=-2 homo_lumo_gap_ev="4.750 / 5.290" lumo_ha="0.1511 / 0.1510" de_lowest_kcal_mol=7.61 total_energy_ev=-163228.8227
Hg 0.4159 -0.5975 -0.2864 0.473 0.210 -0.103
N -0.2120 2.0248 3.0954 0.034 0.020 0.055
C 0.5241 1.5299 1.9902 0.002 -0.124 -0.035
N -0.2658 1.2033 0.8457 -0.418 0.099 -0.050
C -1.4888 1.6528 0.6978 0.254 0.026 0.244
N -2.3057 1.3177 -0.3257 0.051 0.134 0.144
N -1.8248 0.3139 -1.0354 -0.012 -0.313 -0.348
C -2.3949 0.0334 -2.1529 -0.023 0.012 -0.084
C -1.9728 -1.1208 -2.9364 -0.015 -0.001 0.008
C -2.3239 -1.2210 -4.2890 0.016 0.002 -0.004
C -1.8861 -2.3082 -5.0194 -0.004 -0.005 -0.003
C -1.1128 -3.2765 -4.3923 0.002 -0.004 0.017
C -0.8265 -3.1042 -3.0442 0.008 0.032 -0.013
N -1.2492 -2.0696 -2.3311 0.018 -0.019 0.026
C -2.0761 2.5487 1.7075 0.035 0.034 0.018
C -3.3147 3.1562 1.5380 0.016 0.025 0.033
C -3.8722 3.9230 2.5470 -0.013 -0.019 -0.014
C -3.1734 4.0750 3.7456 0.018 -0.005 0.022
C -1.9461 3.4762 3.9356 -0.009 0.018 -0.013
C -1.3787 2.7006 2.9148 -0.050 0.061 -0.033
H 0.3759 2.2784 3.8806 -0.015 -0.021 0.002
H 1.0944 0.6540 2.2983 -0.038 0.007 -0.003
H -3.1889 0.6753 -2.5354 0.007 -0.007 -0.005
H -2.9142 -0.4366 -4.7466 0.001 0.001 -0.001
H -2.1372 -2.3979 -6.0702 0.003 0.000 0.001
H -0.7395 -4.1402 -4.9259 0.004 -0.001 0.001
H -0.2236 -3.8271 -2.5046 0.028 -0.014 -0.005
H -3.8260 3.0047 0.5970 -0.002 -0.001 -0.003
H -4.8339 4.4009 2.4070 -0.001 0.003 0.000
H -3.5951 4.6787 4.5419 0.001 0.004 0.002
H -1.3962 3.6084 4.8592 0.005 -0.003 0.004
C 0.3024 -3.2796 3.6871 -0.032 0.067 0.038
O 1.1204 -3.8971 2.6686 0.064 -0.010 -0.018
C 0.9701 -3.1037 1.5749 -0.151 0.090 0.099
N 0.3068 -2.0320 1.7309 0.012 -0.139 0.032
C 0.0867 -1.8521 3.1604 -0.021 -0.100 0.010
C -1.2350 -1.2124 3.4847 -0.004 0.005 0.019
C -2.2515 -1.1239 2.5406 0.032 0.021 -0.010
C -3.4277 -0.4464 2.8350 -0.022 -0.003 0.026
C -3.6065 0.1345 4.0816 0.002 -0.029 -0.001
C -2.5978 0.0407 5.0323 0.006 -0.007 -0.003
C -1.4166 -0.6189 4.7310 -0.004 -0.025 0.022
C 1.6322 -3.4712 0.3275 0.026 0.111 -0.348
C 2.4142 -4.5855 0.2288 -0.039 -0.164 0.231
C 3.1682 -4.8152 -0.9467 0.048 0.266 -0.283
C 3.1477 -3.8239 -1.9213 0.160 -0.433 0.154
C 2.3279 -2.7219 -1.7707 -0.224 0.508 -0.277
N 1.4828 -2.5702 -0.6927 -0.081 -0.263 0.292
C 2.3122 -1.6260 -2.7041 -0.010 -0.234 0.221
N 1.6089 -0.5626 -2.5573 -0.242 -0.017 -0.033
C 1.7836 0.2558 -3.7479 0.035 -0.037 0.057
C 3.0551 -0.3530 -4.3603 -0.009 0.024 -0.030
O 3.0825 -1.6926 -3.8370 0.001 0.037 -0.016
C 1.8811 1.7296 -3.4524 -0.003 0.014 0.002
C 2.2860 2.1816 -2.2002 -0.063 0.048 0.000
C 2.3570 3.5462 -1.9489 0.021 0.035 -0.014
C 2.0472 4.4617 -2.9450 -0.005 -0.008 -0.016
C 1.6475 4.0132 -4.1973 -0.009 -0.001 -0.002
C 1.5553 2.6511 -4.4433 0.034 0.005 -0.002
H 0.8455 -3.3198 4.6285 -0.005 -0.004 0.006
H -0.6380 -3.8355 3.7618 0.005 -0.012 -0.005
H 0.8947 -1.2026 3.5332 -0.026 0.036 -0.016
H -2.0942 -1.5360 1.5512 -0.015 -0.006 0.001
H -4.1862 -0.3373 2.0696 -0.001 0.002 -0.008
H -4.5079 0.6949 4.2977 -0.001 0.009 -0.008
H -2.7143 0.5244 5.9948 0.002 0.004 0.005
H -0.5972 -0.6266 5.4415 0.001 0.005 0.008
H 2.4762 -5.2515 1.0791 0.011 -0.002 -0.015
H 3.8126 -5.6779 -1.0394 0.000 -0.009 0.002
H 3.7826 -3.8800 -2.7960 -0.005 -0.008 -0.010
H 0.9262 0.0944 -4.4180 0.002 -0.014 -0.003
H 3.9458 0.1790 -4.0133 -0.010 -0.002 0.011
H 3.0487 -0.4041 -5.4482 0.009 -0.013 0.002
H 2.5116 1.4754 -1.4052 0.046 0.012 -0.017
H 2.6269 3.8845 -0.9564 0.004 0.000 -0.033
H 2.0932 5.5238 -2.7369 0.004 0.002 0.005
H 1.3834 4.7231 -4.9728 0.000 0.002 -0.006
H 1.2078 2.2944 -5.4083 -0.001 0.006 -0.013
S 2.7828 0.5201 4.2158 0.060 0.078 -0.049
As 3.6800 1.2258 2.3731 -0.064 -0.092 0.115
S 1.9474 2.7238 1.5116 -0.111 0.003 -0.037
S 3.1276 -0.1719 0.7721 0.155 0.015 0.011
S 1.6728 4.3966 2.6001 0.038 0.073 0.046

***

2.
16
Properties=species:S:1:pos:R:3:forces:R:3 method="wB97M-V/def2-TZVPD" spin_multiplicity=1 e_homo_ev=-2.79 total_charge=-1 homo_lumo_gap_ev=7.296 lumo_ha=0.1655 de_lowest_kcal_mol=33.58 total_energy_ev=-7846.0799
C 0.0252 -1.3476 1.3585 0.415 -0.141 -0.715
C -1.0041 -0.9778 0.2789 -0.676 0.254 1.169
C -0.0919 -0.5726 -1.7343 -1.332 -1.280 0.844
N -0.5862 -1.5221 -0.9905 1.035 1.670 -1.459
H -0.2880 -1.1168 2.3775 -0.091 0.118 -0.062
H 0.2541 -2.4177 1.2837 -0.026 -0.022 0.163
H 0.9478 -0.7771 1.1106 -0.643 -0.264 0.311
H -1.0043 0.1176 0.2155 -0.366 -0.354 0.405
H -2.0281 -1.3424 0.5128 0.500 -0.132 0.024
H -0.0511 0.5098 -1.4127 0.209 -0.948 -0.112
H 0.2108 -0.9131 -2.7057 0.475 0.007 -0.697
C 1.0798 2.4358 0.5002 -1.446 -0.129 0.022
O 0.2637 1.3752 0.1602 1.229 1.178 0.081
H 0.9867 2.6533 1.5945 0.339 0.212 -0.145
H 2.1646 2.3441 0.2807 0.071 -0.237 -0.037
H 0.7477 3.3695 -0.0248 0.307 0.068 0.207

***

3.
21
Properties=species:S:1:pos:R:3:forces:R:3 method="wB97M-V/def2-TZVPD" spin_multiplicity=1 e_homo_ev=-14.14 total_charge=+1 homo_lumo_gap_ev=10.058 lumo_ha=-0.1500 de_lowest_kcal_mol=128.90 total_energy_ev=-8834.4331
C -0.9041 -1.4883 2.2807 4.071 1.489 1.144
C -0.7056 0.8315 -2.3615 1.463 -1.402 4.029
C 0.0883 -0.5397 1.6115 -0.393 1.625 -2.086
C -0.4817 -0.2611 0.1971 -1.746 3.871 1.336
N 0.6988 1.8837 -0.4617 -0.922 -0.406 1.618
N 1.4499 -0.2105 -1.2044 2.378 1.385 0.459
N 0.3742 0.5178 -0.7319 -2.066 1.427 -4.186
H -1.7814 -1.0058 2.2935 -3.464 1.465 0.763
H -1.0040 -2.4085 1.8636 -0.157 -2.534 -1.969
H -0.4560 -1.7141 3.2238 -0.432 0.129 1.156
H -1.5658 1.2233 -1.8117 -0.167 -0.792 -0.791
H -0.1240 1.5578 -2.7980 1.223 1.900 -0.767
H -0.4607 -0.0994 -2.8373 -1.245 -0.618 -0.118
H 1.0624 -1.0092 1.4352 0.050 0.276 0.595
H 0.1559 0.5403 2.0510 0.116 -2.307 0.017
H -0.6320 -1.0648 -0.4109 -0.613 -2.805 -1.016
H -1.5053 0.3139 0.2018 1.854 -1.044 0.466
H 1.4938 2.2361 -0.9583 0.455 -0.466 -0.650
H 0.8385 2.0507 0.5291 0.018 -0.271 0.069
H 1.3494 -1.0872 -1.6620 -1.040 -0.611 -0.196
H 2.1093 -0.2663 -0.4495 0.617 -0.313 0.127

***

4.
70
Properties=species:S:1:pos:R:3:forces:R:3 method="wB97M-V/def2-TZVPD" spin_multiplicity=1 e_homo_ev=-9.91 total_charge=+1 homo_lumo_gap_ev=6.395 lumo_ha=-0.1290 de_lowest_kcal_mol=9.56 total_energy_ev=-73317.2791
Sc 0.4235 0.1397 0.1232 0.497 -1.603 -0.141
C 3.1940 -0.8865 -3.4132 0.014 -0.058 0.163
C 4.1059 -1.7890 -2.8881 -0.244 0.167 0.032
C 3.9756 -2.1718 -1.5633 -0.235 0.173 0.144
C 2.9406 -1.6368 -0.7985 0.270 0.007 -0.456
N 2.0451 -0.7812 -1.3198 0.176 -0.404 0.197
C 2.1801 -0.4164 -2.5893 -0.069 0.087 -0.249
C 2.7539 -1.9670 0.6303 0.114 -0.216 0.356
C 3.6906 -2.6725 1.3854 -0.265 0.142 -0.108
C 3.4133 -2.9277 2.7177 -0.192 0.097 -0.114
C 2.2304 -2.4653 3.2715 -0.158 0.127 -0.258
C 1.3523 -1.7415 2.4652 0.387 -0.215 0.118
N 1.6185 -1.5181 1.1742 0.219 -0.005 0.130
C 0.0898 -1.1481 2.9558 -0.295 0.165 0.328
C -0.2225 -1.0427 4.3091 0.094 -0.059 -0.363
C -1.3996 -0.4158 4.6824 0.008 -0.025 -0.255
C -2.2520 0.0433 3.6927 0.131 -0.051 -0.011
C -1.8684 -0.0986 2.3673 -0.344 -0.014 0.021
N -0.7194 -0.6565 2.0010 0.327 0.023 0.269
H 3.2631 -0.5510 -4.4369 -0.045 0.018 -0.022
H 4.9057 -2.1868 -3.4943 0.036 -0.029 -0.048
H 4.6690 -2.8813 -1.1439 0.038 -0.050 0.089
H 1.4417 0.2831 -2.9664 0.015 -0.032 0.028
H 4.6198 -3.0028 0.9513 0.034 -0.034 -0.041
H 4.1133 -3.4842 3.3208 0.077 -0.035 0.063
H 2.0021 -2.6626 4.3063 -0.037 -0.005 0.044
H 0.4536 -1.4098 5.0632 0.079 -0.042 0.038
H -1.6385 -0.2868 5.7263 -0.061 -0.021 0.094
H -3.1852 0.5203 3.9390 -0.142 0.052 -0.019
H -2.5148 0.2421 1.5655 0.061 0.068 -0.003
C -2.9630 -2.9157 -1.3428 0.551 0.558 -0.256
Si -1.3275 -2.0759 -1.8780 0.146 -1.036 -0.165
C 0.0283 -3.2454 -1.2111 -0.373 0.545 -0.193
C -1.1581 -2.0929 -3.7856 -0.210 0.130 0.787
N -1.0932 -0.4908 -1.1780 0.541 -0.224 0.126
C -2.0547 0.4681 -1.3696 -0.575 1.068 0.127
C -3.1806 0.3407 -2.2029 0.315 0.064 0.181
C -4.1313 1.3326 -2.3195 -0.090 0.207 0.018
C -4.0041 2.5242 -1.6229 0.025 -0.169 -0.085
C -2.9003 2.7079 -0.8067 0.199 0.043 0.259
C -1.9545 1.7064 -0.6876 -0.894 -0.441 -0.619
O -0.8407 1.8283 0.1755 -0.515 0.526 -0.324
C -0.4719 3.1431 0.4853 0.344 1.038 0.475
C -0.5267 3.5609 1.8080 -0.172 -0.385 -0.327
C -0.1331 4.8505 2.1275 0.003 0.113 -0.080
C 0.2999 5.7150 1.1349 -0.016 0.027 0.055
C 0.3566 5.2890 -0.1839 -0.037 -0.054 0.021
C -0.0225 3.9995 -0.5136 -0.073 -0.438 0.037
H -3.0246 -3.9034 -1.7889 0.073 -0.214 -0.106
H -3.8515 -2.3725 -1.6421 -0.171 0.111 -0.046
H -3.0054 -3.0379 -0.2635 0.084 0.000 0.193
H -0.2983 -4.2714 -1.3332 -0.195 -0.242 -0.047
H 0.2129 -3.0902 -0.1509 0.007 -0.031 0.132
H 0.9648 -3.1516 -1.7505 0.172 0.049 -0.090
H -0.9898 -3.1072 -4.1308 0.040 -0.280 -0.008
H -0.3234 -1.4882 -4.1288 0.169 0.129 0.022
H -2.0496 -1.7307 -4.2854 -0.178 0.105 -0.108
H -3.2914 -0.5591 -2.7789 -0.078 -0.187 -0.127
H -4.9811 1.1738 -2.9662 -0.062 -0.003 -0.073
H -4.7450 3.3012 -1.7180 -0.048 0.088 0.016
H -2.7752 3.6339 -0.2625 -0.019 0.004 0.016
H -0.8667 2.8746 2.5713 0.002 -0.039 0.020
H -0.1763 5.1876 3.1516 -0.005 -0.014 0.100
H 0.5900 6.7243 1.3871 0.031 0.046 0.023
H 0.6986 5.9637 -0.9552 0.022 -0.011 -0.054
H 0.0427 3.6367 -1.5304 -0.047 0.039 -0.051
O 1.8964 1.6275 -0.2334 0.051 0.115 -1.022
C 2.0852 1.8019 0.9889 1.079 1.033 0.734
O 1.4188 1.1940 1.8463 -0.424 -0.338 0.485
H 2.8649 2.5197 1.3099 -0.164 -0.163 -0.070